This record from OMol25 describes the molecule CH5N3 at a distorted geometry. The level of theory is ωB97M-V/def2-TZVPD.

Calculated values
relative energy (zero: lowest compared OMol25 entry of this formula, charge and spin)	3.2111	eV
SMILES string	[H]/N=N/NC
HOMO energy	-8.83	eV
E_tot	-205.27308	Ha

```
! wB97M-V def2-TZVPD RIJCOSX def2/J DEFGRID3
* xyz 0 1
H 1.62903 0.84320 -2.71832
N 1.16015 0.07766 -2.27789
N 0.64508 0.50535 -1.15198
N 0.27151 -0.44019 -0.26123
C -0.44469 0.08633 0.88141
H 0.89758 -1.28675 -0.36971
H -0.26018 -0.48543 1.81606
H -0.45185 1.17845 0.96393
H -1.49802 0.09128 0.64774
*
```

Atomic partial charges in e from the Löwdin method, atoms 1 to 8: 0.01 0.00 -0.13 -0.13 -0.12 0.15 0.09 0.08